Entry 1:
49
Properties=species:S:1:pos:R:3:forces:R:3 method="wB97M-V/def2-TZVPD" total_charge=-1 max_force_ev_per_a=3.0 multiplicity=1 gap_ev=2.9210
Hf -0.072374 0.264303 0.100714 0.1 -1.1 -0.6
C 1.830997 0.755356 1.460400 0.6 1.1 -0.5
C 2.287159 -0.126068 0.425864 1.2 0.1 -0.3
C 2.142110 0.530597 -0.829830 1.4 0.9 1.2
H 2.800618 -1.099419 0.550731 -0.8 0.7 0.0
C 1.578079 1.829040 -0.592269 1.5 0.1 0.7
C 1.426786 1.979804 0.834633 1.7 -0.5 0.0
H 1.133836 2.873740 1.376636 -0.1 -0.3 -0.2
H 1.824842 0.585241 2.532950 0.0 -0.1 -0.3
H 2.564347 0.189741 -1.773483 -0.7 -0.1 0.2
H 1.465943 2.609006 -1.354542 -0.3 -0.6 0.4
C -2.272329 0.505538 0.946727 -1.2 1.1 -0.2
C -1.546815 1.669579 1.367509 -0.6 0.7 -1.0
C -1.165260 2.408950 0.175007 -2.7 -1.3 -0.1
H -1.352148 1.963409 2.396851 0.2 -0.2 -0.3
C -1.709857 1.699457 -0.970668 -1.1 0.6 2.1
C -2.397441 0.538362 -0.476122 -0.9 1.2 0.3
H -3.041593 -0.113833 -1.077671 0.8 0.1 0.3
H -2.757634 -0.219025 1.605327 0.4 0.3 -0.5
H -0.693569 3.364705 0.108188 0.3 0.2 0.1
H -1.824714 2.135326 -1.952643 0.6 -0.4 -0.1
O -0.070882 -0.839499 -1.372944 0.0 -1.9 -1.9
C -0.357158 -0.050859 -3.921036 0.9 -1.7 0.0
C 0.344306 -1.448000 -3.726672 -0.9 2.2 -0.6
C 0.470327 1.196000 -3.855835 -0.3 -0.4 -0.6
C -1.860320 -0.068608 -3.881822 0.5 -0.3 -0.4
C 0.370669 -1.859964 -2.238639 -0.1 -0.5 0.3
H 1.382679 -1.416921 -4.126135 -0.4 0.0 0.2
H -0.191658 -2.221775 -4.329559 0.3 0.2 0.4
H -0.259721 -2.737533 -2.052999 -0.3 0.1 0.0
H 1.365637 -2.212325 -1.934822 0.2 0.3 0.1
H 0.572042 1.672694 -4.910975 0.3 0.2 1.5
H 1.493529 0.983531 -3.437132 -0.6 0.2 -0.7
H 0.038598 1.939798 -3.124363 0.2 0.1 -0.7
H -2.290423 -0.262616 -4.941339 -0.3 0.4 1.3
H -2.271406 0.870891 -3.427827 0.0 -0.4 -0.8
H -2.240439 -0.884520 -3.203922 0.1 0.3 -0.5
S -0.356514 -1.952617 1.199825 -0.3 -1.0 -0.3
C -0.023866 -1.607140 2.852603 0.6 -0.7 1.0
C 1.270910 -1.924313 3.331641 -1.1 0.4 0.6
C 1.565438 -1.686957 4.667610 0.0 0.1 0.2
C 0.593082 -1.169192 5.545655 0.0 0.1 -0.9
C -0.700221 -0.911462 5.061728 0.2 0.3 0.8
C -1.009802 -1.146493 3.736237 0.0 -0.1 -0.6
H 1.967735 -2.358532 2.626360 0.1 0.1 0.1
H 2.581862 -1.883885 5.012185 -0.3 0.0 0.1
H 0.869761 -0.893592 6.551239 -0.1 -0.1 0.2
H -1.459931 -0.472480 5.728310 0.4 -0.4 -0.3
H -2.015199 -0.997430 3.318310 0.5 0.0 0.5


Entry 2:
12
Properties=species:S:1:pos:R:3:forces:R:3 method="wB97M-V/def2-TZVPD" de_lowest_kcal_mol=30.6 max_force_ev_per_a=1.1 multiplicity=1 smiles="N#C[C@@H]1C[C@@H]1C=O" gap_ev=11.0234
O -2.631962 -0.438037 0.781778 0.4 -0.1 -0.1
C -1.456929 -0.563850 0.544299 -0.2 0.2 0.0
C -0.591782 0.574685 0.118192 -0.3 0.0 0.0
C 0.799850 0.660313 0.685577 0.1 0.1 0.2
C 0.623154 0.323342 -0.760395 0.0 0.0 -0.1
C 0.936294 -1.016793 -1.201488 0.2 -0.9 -0.3
N 1.204541 -2.091337 -1.536099 -0.3 1.0 0.3
H -0.944841 -1.541209 0.644160 0.0 0.0 0.0
H -1.141603 1.492461 -0.065747 0.1 -0.1 0.0
H 1.120618 -0.143228 1.342342 -0.1 0.1 -0.1
H 1.185750 1.641860 0.931406 0.0 -0.1 0.0
H 0.839597 1.094185 -1.490514 0.0 -0.1 0.1


Entry 3:
8
Properties=species:S:1:pos:R:3:forces:R:3 method="wB97M-V/def2-TZVPD" de_lowest_kcal_mol=149.7 max_force_ev_per_a=6.5 multiplicity=1 gap_ev=8.3262
C -0.139893 0.900950 -0.808946 -1.1 -6.3 1.2
N -0.752824 -0.145186 -1.179304 -1.1 -1.4 -1.2
N 0.728733 0.688116 0.179004 2.6 -0.2 2.3
O -1.106779 -2.170521 1.141896 -2.3 -1.3 1.7
O 0.617974 -0.587194 0.832771 1.4 1.0 0.6
S -0.132852 -1.890473 0.181080 0.9 5.0 -3.3
H -0.138855 1.811670 -1.225984 -0.4 3.4 -1.6
H 0.924495 1.392639 0.879481 -0.1 -0.2 0.2


Number 1: highest occupied orbital energy -0.00986 Ha. Number 2: highest occupied orbital energy -0.37934 Ha. Number 3: highest occupied orbital energy -0.33087 Ha.